1.
Below is an isolated ion of composition C4H7N2 and charge +1 in a non-equilibrium geometry, with properties calculated with ωB97M-V/def2-TZVPD.

The geometry in XYZ format:
```
13
Properties=species:S:1:pos:R:3:forces:R:3
C 1.1884 0.4156 0.5939 -0.62 0.90 -2.30
C 1.7330 -0.4464 -0.4840 0.91 -2.10 -0.01
C -2.1326 1.1102 0.8044 -1.15 0.27 -0.57
C -0.8247 -0.6978 -0.4624 -0.54 -0.10 -2.02
N -1.8625 0.1692 -0.0729 0.19 -1.83 -0.24
N 0.3485 -0.4529 -0.1968 1.77 0.60 2.34
H 1.3183 0.2525 1.5980 0.36 -1.05 2.18
H 0.9711 1.4315 0.3881 0.17 1.04 -0.38
H 1.9281 -0.1105 -1.4872 0.43 0.41 -0.04
H 2.1966 -1.4057 -0.1878 0.13 0.80 -0.22
H -1.4178 1.2623 1.5816 1.19 -0.28 0.46
H -0.9046 -1.4072 -1.3418 -0.95 0.68 1.22
H -2.5420 -0.1207 -0.7331 -1.89 0.66 -0.42
```
Forces are in eV/Å.

Computed properties:
* energy relative to the best compared isomer or geometry (same formula, charge and spin): 145.6 kcal/mol
* net charge: +1
* maximum force: 3.0 eV/A

2.
Below is an isolated ion of composition C4H7N2 and charge +1 in a non-equilibrium geometry, with properties calculated with ωB97M-V/def2-TZVPD.

The geometry in XYZ format:
```
13
Properties=species:S:1:pos:R:3:forces:R:3
C 0.0944 -0.6215 1.2551 -0.47 1.64 -1.00
C -0.5087 1.5372 0.7020 0.53 -1.39 1.31
C -0.1266 0.8521 -0.5194 -2.79 -1.04 0.51
C 0.6088 -1.4239 -1.0450 0.06 -5.38 2.28
N -1.0253 2.3547 1.3350 -0.65 0.56 1.24
N 0.2523 -0.4929 -0.0424 -1.75 1.02 1.31
H 0.2677 -1.5943 1.7248 0.29 -0.04 -0.46
H -1.1004 1.0392 -1.1245 1.76 -1.13 0.16
H 0.7244 1.2239 -0.9354 2.08 1.78 -1.65
H 1.0824 -2.3596 -0.4385 -0.97 2.13 -1.50
H 1.3663 -1.0920 -1.6696 1.13 0.86 -1.44
H -0.2649 -1.8941 -1.5398 0.45 0.78 -0.06
H -1.3705 2.4712 2.2976 0.33 0.21 -0.73
```
Forces are in eV/Å.

Computed properties:
* energy relative to the best compared isomer or geometry (same formula, charge and spin): 125.2 kcal/mol
* net charge: +1
* maximum force: 5.8 eV/A

Number 1: HOMO-LUMO gap 7.796 eV. Number 2: HOMO-LUMO gap 9.286 eV.